A single C18H18ClN5O2 molecule at a distorted geometry, computed with ωB97M-V with the def2-TZVPD basis set.

Last column: Mulliken charge in e.
Element x y z (Å)
O1 0.03 -0.40 -0.06  -0.437
C1 1.10 0.54 -0.08  1.689
C2 2.44 -0.16 0.06  -0.755
C3 2.53 -1.55 0.13  -0.210
C4 3.75 -2.18 0.26  -0.905
C5 4.91 -1.43 0.31  0.398
Cl1 6.44 -2.21 0.46  -0.222
C6 4.85 -0.04 0.25  -1.072
C7 3.62 0.58 0.13  -0.052
C8 1.08 1.33 -1.40  -1.266
C9 -0.22 2.11 -1.56  -0.514
N1 -0.50 2.98 -0.41  0.099
C10 -1.90 2.98 -0.01  -1.207
C11 -2.37 1.64 0.44  0.966
N2 -2.62 0.61 -0.32  -0.398
C12 -2.88 -0.38 0.58  0.637
C13 -3.18 -1.75 0.22  0.274
C14 -3.71 -2.64 1.16  -0.201
N3 -3.98 -3.90 0.84  -0.630
C15 -3.73 -4.28 -0.40  -0.222
C16 -3.20 -3.39 -1.34  -0.233
N4 -2.92 -2.14 -1.03  -0.489
N5 -2.83 0.04 1.82  -0.526
O2 -2.49 1.35 1.74  -0.166
C17 0.47 2.90 0.65  -1.034
C18 0.84 1.49 1.11  -1.077
H1 -0.05 -0.82 -0.93  0.437
H2 1.62 -2.13 0.11  0.482
H3 3.80 -3.26 0.32  0.418
H4 5.75 0.54 0.30  0.406
H5 3.58 1.66 0.10  0.328
H6 1.93 2.01 -1.43  0.472
H7 1.18 0.64 -2.24  0.385
H8 -0.16 2.75 -2.45  0.339
H9 -1.04 1.40 -1.70  0.357
H10 -2.03 3.70 0.80  0.409
H11 -2.49 3.29 -0.87  0.409
H12 -3.92 -2.33 2.17  0.485
H13 -3.95 -5.31 -0.65  0.393
H14 -2.98 -3.69 -2.35  0.420
H15 1.37 3.41 0.29  0.382
H16 0.10 3.47 1.51  0.447
H17 1.72 1.54 1.76  0.618
H18 0.04 1.05 1.70  0.367

Strongest force on any atom: 1.33 eV Å⁻¹
Frontier orbital gap: 8.7 eV
SMILES: OC1(c2ccc(Cl)cc2)CCN(Cc2nc(-c3cnccn3)no2)CC1
Energy: -43024.885 eV
Energy above the lowest of the compared OMol25 structures with the same formula, charge and spin: 282.7 kJ/mol
Highest occupied orbital energy: -8.59 eV